(1)
Density functional theory data (wB97M-V/def2-TZVPD) for an isolated molecule of C15H20N4O3S at a distorted geometry.

As for the multiplicity: 1. As for the highest occupied orbital energy: -0.3107 hartree. Its gap between HOMO and LUMO is 6.42 eV. The molar mass comes out at 336.4 g mol⁻¹. Its total energy is -1426.21883 hartree. The net charge is 0.

Geometry (Å):
O -0.272 3.099 -0.975
O 0.019 -6.193 -3.331
O -0.083 -4.741 -5.344
N -2.391 3.297 2.776
C 0.748 2.666 -0.379
C -1.388 3.403 1.886
C -3.405 1.207 5.801
C -2.396 0.276 5.834
C -0.275 2.528 1.903
C -3.418 2.209 4.808
C -1.358 0.424 4.848
C -0.218 1.654 2.979
C -2.419 2.325 3.741
C -1.311 1.411 3.828
N 0.814 2.478 1.003
N 1.543 -4.838 -4.065
N 0.526 -3.456 -2.936
C 1.832 2.207 -1.323
C 0.285 -2.022 -3.286
C 1.999 0.700 -1.448
C 1.384 -1.185 -2.721
C 1.188 0.236 -2.604
S -0.085 -4.835 -3.854
H -1.550 4.082 1.136
H -4.242 1.146 6.505
H -2.516 -0.511 6.520
H -4.188 2.940 4.786
H -0.523 -0.274 4.849
H 0.761 1.140 3.125
H 1.743 2.061 1.286
H 1.769 -5.798 -3.665
H 1.494 -4.756 -5.060
H 1.529 -3.545 -2.901
H 2.787 2.554 -0.949
H 1.534 2.671 -2.287
H 0.320 -1.962 -4.389
H -0.620 -1.556 -2.947
H 3.040 0.455 -1.538
H 1.691 0.259 -0.539
H 2.369 -1.399 -3.252
H 1.626 -1.580 -1.748
H 1.573 0.684 -3.610
H 0.084 0.535 -2.463

Cartesian forces (eV/Å) of the 3 atoms listed first:
1.62 -0.55 2.27
-4.46 -0.62 2.09
-6.06 0.96 -0.77

***

(2)
Density functional theory data (wB97M-V/def2-TZVPD) for a structure of composition C14H13NSZr at a distorted geometry.

As for the multiplicity: 1. As for the highest occupied orbital energy: -0.5836 hartree. Its gap between HOMO and LUMO is 6.24 eV. The molar mass comes out at 318.6 g mol⁻¹. Its total energy is -1040.53845 hartree. The net charge is +2.

Geometry (Å):
Zr 0.300 -0.580 -1.331
C -2.099 2.055 1.231
H -1.480 1.145 1.170
H -1.567 2.971 1.051
H -2.561 2.123 2.227
H -2.759 1.962 0.434
H -0.471 -1.098 -2.829
S 2.350 -3.923 -0.453
C 3.636 -2.725 -0.411
C 4.978 -2.837 -0.769
C 5.729 -1.652 -0.945
C 5.156 -0.374 -0.817
C 3.807 -0.251 -0.480
C 3.124 -1.448 -0.230
N 1.746 -1.421 -0.065
C 1.153 -2.692 -0.193
C -0.269 -2.827 -0.009
C -0.885 -4.095 0.179
C -2.254 -4.145 0.418
C -3.026 -2.984 0.487
C -2.462 -1.729 0.225
C -1.077 -1.627 -0.057
H 5.383 -3.851 -0.886
H 6.792 -1.758 -1.181
H 5.777 0.512 -0.974
H 3.281 0.697 -0.439
H -0.248 -4.985 0.096
H -2.709 -5.113 0.571
H -4.090 -3.058 0.711
H -3.058 -0.801 0.301

Cartesian forces (eV/Å) of the 3 atoms listed first:
-1.85 0.95 1.83
0.99 -0.32 1.17
0.35 0.33 0.36

***

(3)
Density functional theory data (wB97M-V/def2-TZVPD) for a cluster of 2 separate species, C2H4ClN in total at a distorted geometry.

As for the multiplicity: 1. As for the highest occupied orbital energy: -0.3766 hartree. Its gap between HOMO and LUMO is 11.29 eV. The molar mass comes out at 77.5 g mol⁻¹. Its total energy is -593.45885 hartree. The net charge is 0.

Geometry (Å):
C 0.830 0.919 -0.037
C 0.855 -0.524 -0.122
N 0.505 0.326 1.021
Cl -2.706 -0.062 -0.231
H -2.168 -0.322 0.856
H 0.846 1.815 -0.644
H -0.010 -1.013 -0.707
H 1.847 -1.138 -0.136

Cartesian forces (eV/Å) of the 3 atoms listed first:
-0.14 -0.96 -0.44
0.67 -2.34 -2.34
-0.20 1.24 0.65